Entry 1:
Molecular formula: C43H36HfN6O3S2Se2
Method: DFT, wB97M-V/def2-TZVPD

Summary:
LUMO level, Ha: -0.00564
ΔE to the lowest compared entry with this formula, charge and spin, kJ/mol: 0.0
Gap between HOMO and LUMO, eV: 7.781

```
93
C43H36HfN6O3S2Se2, DFT wB97M-V/def2-TZVPD
Hf 0.86103 0.00439 0.46986
Se 3.18445 3.39484 -0.16405
Se 3.75769 1.21188 0.51970
S -1.52068 -1.69652 -0.25146
S -0.84179 -2.68773 4.03024
O -2.46817 -2.32405 0.62352
O 1.82274 -0.38436 -1.21596
O -0.10005 -2.00120 0.01462
N -1.47747 -0.11072 -0.25415
N -1.48490 2.52662 0.34018
N 0.83988 2.80233 2.51800
N 0.89191 2.07625 -1.28534
N 3.43624 0.87221 3.24475
N -0.24359 -0.68758 2.53184
C -3.22868 -1.26765 4.53927
C -3.84945 2.76879 -0.10248
C 0.21391 -1.82878 2.96600
C 3.69843 -0.49925 -2.69417
C -3.42952 0.91566 3.52119
C -2.07283 -3.36852 -4.44382
C 1.84190 2.98546 -1.47610
C -2.67073 1.99581 -0.02902
C -2.23272 -3.93458 -5.82732
C 1.90928 3.78270 -2.61996
C -1.41394 3.79780 0.62301
C 1.89656 -2.25766 -2.72039
C -2.52326 4.66800 0.54141
C -2.20266 -2.00058 -4.22103
C 5.15812 2.88753 4.07607
C -3.73251 4.14959 0.18303
C -3.93042 0.02692 -0.58432
C -2.19726 0.79273 2.91309
C 4.97067 2.63659 2.72675
C -1.48298 -0.38889 3.09234
C 0.84811 1.88195 1.81669
C 3.63991 1.10961 4.53694
C 3.36740 -2.10322 1.07536
C 3.95678 -3.22352 1.64993
C 2.13960 -1.60061 1.50933
C -1.80626 -4.19750 -3.35672
C 1.52173 -2.32364 2.54066
C -5.10411 0.80736 -0.64827
C 0.94119 3.64134 -3.59398
C -2.06668 -1.46748 -2.94876
C 4.07839 1.63224 2.37761
C 2.21603 -0.78645 -2.49268
C 4.47729 2.11227 5.00096
C -0.03860 2.67780 -3.41381
C -2.70804 0.58985 -0.29132
C -1.80125 -2.31361 -1.88434
C 2.08539 -3.45797 3.11968
C -1.67287 -3.68114 -2.07950
C -0.01012 1.92059 -2.25942
C -5.07936 2.15121 -0.42443
C 3.31784 -3.90581 2.67691
C -3.94860 -0.10989 4.31846
C -1.98820 -1.39074 3.92378
H -3.28687 -3.97007 -6.10943
H 1.57374 -3.98881 3.91529
H 2.32123 -2.60532 -3.66503
H 3.09757 0.47361 5.22706
H -4.00009 1.82575 3.38548
H 0.82052 -2.42496 -2.74407
H -4.61630 4.77445 0.12653
H -5.98055 2.74964 -0.47454
H -2.40655 -1.33971 -5.05534
H -4.91887 0.01057 4.78224
H -0.81092 2.50459 -4.15018
H -2.16236 -0.40225 -2.78926
H -1.69192 -5.26298 -3.51474
H 5.83105 3.67145 4.39845
H -0.44580 4.15799 0.95994
H 2.72195 4.48579 -2.73691
H 3.88156 -1.62117 0.24994
H -4.03027 -1.03427 -0.75653
H -1.83674 -4.94711 -5.88933
H -6.03736 0.31027 -0.88016
H 4.30019 -1.10835 -2.01548
H -1.76472 1.59057 2.32884
H -0.74635 1.14902 -2.08510
H -3.61755 -2.05299 5.17362
H 1.65534 -0.18509 -3.22781
H -2.40568 5.71626 0.77999
H 0.96757 4.25451 -4.48530
H 4.91707 -3.57274 1.28838
H 5.49361 3.20312 1.96808
H 4.59442 2.27420 6.06355
H 4.00065 -0.72618 -3.71840
H 3.77299 -4.78146 3.12126
H 3.91681 0.55260 -2.49794
H -1.45068 -4.33058 -1.24248
H 2.31465 -2.85166 -1.90479
H -1.71609 -3.31930 -6.56427
```



Entry 2:
Molecular formula: C43H36NO3P2PrS
Method: DFT, wB97M-V/def2-TZVPD

Summary:
LUMO level (spin up / spin down), Ha: -0.30303 / -0.29470
Total charge: +2
Multiplicity: 3
Gap between HOMO and LUMO (spin up / spin down), eV: 4.644 / 4.838

```
87
C43H36NO3P2PrS, DFT wB97M-V/def2-TZVPD
Pr 0.69073 0.28540 0.22491
S 3.77254 0.87134 1.28005
P -0.02252 -1.96646 1.96775
P -0.24490 1.81210 -2.07348
O 3.35800 1.38398 2.53498
O 3.95031 -0.52202 0.92010
O 2.37724 3.42278 -1.04902
N 2.69831 1.43783 0.08604
C 1.33437 1.64304 -2.88723
C 3.11729 2.65972 -0.50776
C 2.02790 -0.66379 3.33805
C -2.36767 -2.31076 4.98144
C 4.50367 2.74720 -0.27862
C 3.45437 0.68270 -3.41889
C -2.28598 0.67110 -5.21051
C -0.56182 3.33692 -1.18388
C 1.62183 -1.83126 2.64884
C -0.07353 5.06368 0.41665
C 6.53903 3.93518 -0.39596
C -1.44341 -4.12002 1.34297
C 1.54508 2.75539 -3.71815
C -2.02869 -0.26531 3.03237
C -3.17245 -1.17020 4.95588
C -3.91818 1.11159 -3.43343
C 5.02846 1.80114 0.58256
C -1.47467 4.14850 -1.86764
C 2.28679 0.61839 -2.66290
C 7.09932 2.99847 0.48756
C 2.73262 2.79556 -4.42409
C 4.02634 -1.85321 3.99566
C -0.62617 -5.89795 -0.05614
C 3.66856 1.76071 -4.28625
C 2.47170 -2.94535 2.51360
C 3.66503 -2.95068 3.21151
C -3.01770 -0.16200 3.99651
C -1.60309 1.24507 -3.03937
C -1.37203 -2.47737 4.04321
C 3.22762 -0.71418 4.04312
C -0.26290 -3.43184 1.00966
C -1.58230 -5.39191 0.82570
C 5.20077 3.82893 -0.77553
C 0.67464 -3.86364 0.04421
C -0.96477 5.88743 -0.27302
C 0.48629 -5.14539 -0.45380
C 6.32814 1.93146 1.02058
C -1.23386 0.85056 -4.33798
C 0.11197 3.75532 -0.00940
C -1.66468 5.43413 -1.39450
C -1.27482 -1.44793 3.08711
C -2.90548 1.31992 -2.51752
C -3.60011 0.80731 -4.76253
H -4.93670 1.22105 -3.09517
H -2.15140 -3.66987 2.05063
H -1.98218 3.72198 -2.74554
H -1.87947 0.48359 2.23759
H -2.45277 -5.94839 1.14246
H 4.96849 -1.85970 4.53324
H 0.79737 3.57082 -3.69474
H 4.70754 4.52690 -1.43244
H 6.75438 1.22587 1.70768
H 4.57796 1.81087 -4.87272
H 1.22694 -5.55545 -1.13308
H -0.77244 -6.89569 -0.45300
H 2.13262 -0.22175 -1.94326
H 1.37232 0.22333 3.35518
H 1.55124 -3.25273 -0.22633
H -4.40455 0.65693 -5.46930
H -2.37039 6.04501 -1.94049
H 0.49975 5.41251 1.27887
H 2.15181 -3.77618 1.87427
H 4.19756 -0.11069 -3.29691
H -1.03226 -0.98611 -0.89130
H -0.71375 -3.36190 3.95670
H 0.81255 3.10736 0.54219
H -3.93353 -1.06575 5.71708
H 2.88352 3.66064 -5.06175
H 8.15466 3.11116 0.77039
H -2.47245 -3.09966 5.71032
H -1.68560 -0.01349 0.02809
H -1.12624 6.89925 0.06556
H -3.65069 0.71510 3.99370
H -0.16767 0.78192 -4.60416
H -3.06085 1.53687 -1.44938
H 3.54609 0.15054 4.62570
H -2.03344 0.42648 -6.22930
H 7.14484 4.76312 -0.79215
H 4.28995 -3.83502 3.13122
```



Entry 3:
Molecular formula: C43H37AsFN4Pt
Method: DFT, wB97M-V/def2-TZVPD

Summary:
LUMO level (spin up / spin down), Ha: -0.36931 / -0.36933
Total charge: +3
ΔE to the lowest compared entry with this formula, charge and spin, kJ/mol: 176.2
Gap between HOMO and LUMO (spin up / spin down), eV: 5.597 / 5.596

```
87
C43H37AsFN4Pt, DFT wB97M-V/def2-TZVPD
Pt -0.54926 -0.05778 0.34630
As -0.20197 -2.25586 1.19564
F 6.48290 0.74997 -4.39710
N -2.26012 -0.57668 -0.62457
N -2.06190 1.45527 1.52902
N 0.72204 0.74452 1.75033
N -0.74835 1.76820 -0.87241
C 1.94771 -3.81034 0.54676
C -3.36378 0.01505 -0.10171
C -2.43386 -3.37730 5.16375
C -2.77791 -4.01840 3.98272
C 3.23676 -4.33375 0.55329
C -1.47225 -5.16864 -1.61506
C -0.64615 2.73180 -3.05698
C 2.16230 2.16074 3.64394
C -0.24869 -5.78274 -1.85008
C 5.25681 -1.14529 -3.88485
C -1.44280 3.78948 -2.63642
C 0.06910 1.38370 2.75667
C -3.30221 0.74799 1.24029
C 1.63070 -2.77696 1.43930
C 3.83859 -2.85324 2.36270
C 3.35877 -0.84102 -2.38836
C -2.14167 -3.68267 2.79446
C -1.88799 3.80762 -1.32721
C 2.81310 1.50954 2.60949
C 4.20448 -1.67465 -3.20762
C 2.55979 -2.31137 2.35649
C 4.69572 1.10427 -2.97017
C -1.93667 2.79340 0.98721
C -1.52188 2.78355 -0.46712
C 0.82524 -4.30336 -0.28510
C -0.40872 -3.67218 -0.07700
C -4.68125 -0.82685 -1.92548
C 5.48328 0.23543 -3.75474
C -0.81437 -2.05145 3.98334
C 2.31494 -1.38800 -1.72039
C -3.54016 -1.40856 -2.45396
C -0.33236 1.74366 -2.14959
C -1.16739 -2.69123 2.79674
C 0.77796 2.09338 3.70961
C -1.44660 1.28065 2.83844
C 2.05716 0.81739 1.68487
C -1.44862 -2.39694 5.16640
C 3.64891 0.56834 -2.29465
C 0.89607 -5.35824 -1.18821
C -2.34873 -1.25699 -1.77600
C -1.55505 -4.10370 -0.72708
C 4.17567 -3.84916 1.45371
C -4.58401 -0.10950 -0.74278
H -1.16696 -1.91361 6.09243
H -0.19028 -6.61595 -2.53740
H 4.56590 -2.51636 3.08917
H -3.45222 -0.00867 2.01571
H -1.80406 1.99969 3.58307
H -1.72076 4.57848 -3.32227
H 1.83004 -5.87761 -1.35902
H 2.71850 2.71874 4.38535
H -2.84240 3.39413 1.12169
H 2.29610 -1.55986 3.08968
H -1.14018 3.30684 1.53358
H 1.63129 -0.81890 -1.08202
H -3.56268 -1.96991 -3.37698
H -3.53328 -4.79244 3.98571
H 3.98365 -2.73280 -3.27237
H 3.50690 -5.14341 -0.11227
H -5.45725 0.36272 -0.31304
H 0.23713 2.59897 4.49834
H 4.95605 2.15328 -2.93695
H -2.51559 -3.64075 -0.53599
H -5.63440 -0.92125 -2.42842
H -1.69567 0.28089 3.20162
H -4.16479 1.42047 1.28288
H 2.10565 -2.44995 -1.79810
H -1.43051 -1.69554 -2.13985
H 3.88937 1.52850 2.51406
H 5.91762 -1.73024 -4.51000
H -2.51976 4.60792 -0.96496
H -0.28734 2.66608 -4.07421
H 3.01494 1.19049 -1.67395
H 5.16986 -4.27539 1.47037
H -0.02604 -1.30491 4.00153
H -2.40148 -4.20570 1.88314
H -2.92454 -3.64967 6.08830
H 2.52462 0.27650 0.87412
H 0.25946 0.88636 -2.44471
H -2.36287 -5.52969 -2.11144
```



Entry 4:
Molecular formula: C43H37Cl2N6O5ReSSi
Method: DFT, wB97M-V/def2-TZVPD

Summary:
LUMO level (spin up / spin down), Ha: 0.05863 / 0.05529
Total charge: -1
ΔE to the lowest compared entry with this formula, charge and spin, kJ/mol: 0.0
Multiplicity: 2
Gap between HOMO and LUMO (spin up / spin down), eV: 6.717 / 6.093

```
96
C43H37Cl2N6O5ReSSi, DFT wB97M-V/def2-TZVPD
Re -0.12141 0.53619 -1.33714
Cl -1.02909 4.30924 2.33064
Cl 1.16587 3.32950 3.94414
S 3.40608 -0.40001 -0.91619
Si -1.09201 -1.84800 1.14573
O -0.53309 -0.83787 0.04690
O 0.16569 1.70080 0.66591
O 1.78094 3.25686 0.97704
O 2.88186 -1.73557 -0.79103
O 4.54708 -0.23201 -1.77616
N 4.49985 1.83279 4.45457
N 0.94213 2.30173 -1.91672
N 3.26424 2.59238 -1.46313
N 2.14286 0.49028 -1.46881
N -0.93336 1.07180 -3.44306
N -2.17041 1.32910 -3.53622
C -0.09157 1.22865 -7.04404
C -3.82079 -2.40011 1.96559
C 0.30521 -1.55714 3.64348
C 4.99228 1.72697 2.09050
C -0.20512 1.00838 -4.63513
C -2.83322 1.32033 0.02371
C -4.17159 1.67273 0.03993
C -5.19066 -2.51120 1.76434
C 0.06344 2.93520 2.63306
C -1.46233 0.26063 4.74927
C 2.18405 1.81941 -1.59861
C -0.18861 -3.50315 1.02744
C -1.70805 -0.28302 3.49609
C 1.85252 4.47065 -1.89385
C 3.27152 0.31872 3.02363
C -2.84012 1.40971 -2.36766
C -2.13596 1.13663 -1.16977
C 1.16355 0.73241 -4.62077
C 1.27338 0.96881 -7.01779
C -0.82443 -1.19196 2.91061
C -3.49962 -2.06780 -0.37836
C -4.20277 1.74953 -2.35713
C 3.08310 3.89027 -1.59355
C 0.79461 2.60714 1.28359
C 3.78257 0.21407 0.69348
C 1.16417 -5.95330 0.93422
C 4.23808 1.31501 3.19067
C 1.72589 -4.82170 0.36031
C -0.74349 -4.65239 1.59267
C -0.12859 -1.34602 -2.47076
C 0.56123 -1.01392 4.89509
C -5.71760 -2.38935 0.48695
C 0.78603 3.61299 -2.03934
C -0.07626 -5.86695 1.55282
C -0.31731 -0.09400 5.44805
C -0.82328 1.25235 -5.87418
C 3.03344 -0.22114 1.77529
C 1.05642 -3.60568 0.40677
C 4.76093 1.18448 0.84331
C -4.86441 -2.18015 -0.58715
C -4.86621 1.86179 -1.15787
C 1.88785 0.72564 -5.79880
C -2.95104 -2.15920 0.90219
H -0.06839 -1.25115 -3.55339
H -5.26618 -2.07570 -1.58710
H -3.42780 -2.49726 2.97235
H -2.84440 -1.87897 -1.22028
H -1.71654 -4.59336 2.07003
H 3.71892 1.76863 5.08815
H 4.90404 2.75567 4.44625
H 0.79570 -1.80949 -2.12039
H 1.44881 -1.30851 5.44283
H -1.88280 1.45553 -5.88080
H -5.92190 2.10220 -1.14310
H 5.31525 1.49906 -0.02784
H 2.95300 0.53768 -5.75812
H 3.96920 4.49970 -1.44494
H -0.59241 1.41558 -7.98597
H -4.70363 1.91899 -3.30249
H -0.54347 2.09548 2.94286
H -2.15959 0.97270 5.17505
H -0.95563 -2.01025 -2.22164
H -0.52312 -6.75120 1.99202
H 2.27268 -0.97755 1.62567
H 1.68840 -6.90071 0.89513
H -2.60768 0.00174 2.96181
H -6.78804 -2.45127 0.33127
H 2.69026 -4.88035 -0.12957
H -4.68724 1.76921 0.98762
H 0.99703 -2.28282 3.22824
H -0.11356 0.34185 6.41805
H 5.74572 2.49472 2.22221
H 2.68853 -0.00702 3.87605
H 1.72793 5.53804 -1.98493
H -2.30388 1.17974 0.95689
H 1.66511 0.52131 -3.68575
H 1.84633 0.95710 -7.93572
H -0.21708 3.95782 -2.26379
H -5.85116 -2.67947 2.60714
H 1.51311 -2.72925 -0.03851
```



Number 1: energy -213932.413 eV. Number 2: energy -96268.266 eV. Number 3: energy -117931.574 eV. Number 4: energy -110262.277 eV.